A structure of composition C5H6BiO5 at a distorted geometry, computed with the ωB97M-V functional and the def2-TZVPD basis.

```
17
C5H6BiO5, DFT the ωB97M-V functional and the def2-TZVPD basis
Bi 1.23 1.35 -0.75
O 0.68 0.06 -2.35
O 1.87 0.69 1.06
O 0.38 2.06 2.53
O 0.54 -0.48 0.16
O -0.33 2.62 0.10
C 0.06 -1.53 -0.63
C -0.86 2.55 1.18
C 0.72 0.18 1.43
C -1.52 0.46 1.57
C 0.54 -1.25 -2.06
H -1.03 -1.43 -0.61
H 0.43 -2.49 -0.24
H -2.50 0.48 1.09
H 1.57 -1.67 -2.22
H -1.74 0.15 2.59
H -0.05 -1.75 -2.84
```

**HOMO level (spin up / spin down)**: -17.9 / -17.9 eV
**E_tot**: -783.63441 Ha
**Spin multiplicity**: 2
**Total charge**: +2

A structure of composition C53H63BN6P2S3V at a distorted geometry, computed with the ωB97M-V functional and the def2-TZVPD basis.

```
129
C53H63BN6P2S3V, DFT the ωB97M-V functional and the def2-TZVPD basis
V -1.63 0.50 0.67
S -0.86 -2.87 1.85
S 0.29 1.87 1.16
S -2.56 -0.10 -1.44
P -3.19 2.49 1.76
P -0.99 -0.85 2.48
N -0.25 -2.08 -0.74
N 2.24 -1.31 0.00
N -0.01 0.22 -1.75
N -0.03 -2.35 -2.03
N 1.15 0.58 -2.28
N 1.32 -0.38 0.27
C -0.05 -3.57 -2.49
C -0.98 5.40 -1.04
C -2.14 -2.34 4.60
C 1.58 0.79 0.88
C 0.67 0.41 4.29
C -3.51 -0.15 5.62
C 5.60 -1.47 -0.91
C -3.59 -1.38 6.26
C -1.20 0.43 -2.33
C -1.06 5.60 0.33
C -1.26 1.06 -3.60
C -4.48 3.79 3.91
C -2.43 3.63 0.55
C 0.59 -0.68 3.41
C 2.48 1.61 -4.03
C -6.13 5.28 2.25
C -4.39 3.64 2.54
C -0.33 -4.64 -1.62
C -2.35 3.43 -0.83
C 5.15 -2.72 1.22
C -0.06 1.44 -4.13
C 2.53 3.15 -3.99
C 0.24 -3.78 -3.96
C 3.48 -1.09 0.33
C 3.85 0.11 0.98
C -1.63 4.32 -1.62
C 3.64 1.03 -3.23
C 3.87 -3.27 -0.86
C -5.23 4.39 1.70
C 2.56 1.12 -5.49
C -2.90 -2.47 5.75
C 2.75 -1.42 4.16
C 2.82 -0.36 5.05
C 1.48 -4.69 -4.08
C -0.54 -3.05 0.14
C -0.59 -4.40 -0.30
C -2.74 -0.02 4.48
C -6.20 5.44 3.63
C 1.78 0.56 5.11
C 1.64 -1.58 3.34
C -2.06 -1.11 3.95
C 0.53 -2.45 -4.65
C -0.88 -5.51 0.65
C -5.38 4.69 4.46
C -0.96 -4.47 -4.62
C -3.58 -0.10 1.17
C 1.15 1.18 -3.44
C -2.57 1.32 -4.26
C 2.92 1.06 1.26
C 3.27 2.35 1.94
C 4.52 -2.14 -0.05
C -1.77 4.72 1.12
C -4.26 1.25 0.88
B -0.04 -0.58 -0.43
H -1.57 4.16 -2.69
H -0.15 1.12 4.34
H -0.34 -1.79 -4.61
H -3.08 0.38 -4.47
H -0.76 -4.58 -5.68
H 1.83 1.39 5.80
H -2.44 1.86 -5.19
H -0.93 -6.46 0.12
H 2.21 0.09 -5.58
H 1.37 -1.94 -4.19
H -6.77 5.87 1.60
H 6.10 -0.66 -0.37
H 3.37 -2.86 -1.74
H 5.17 -1.06 -1.82
H 4.33 2.56 1.82
H 2.37 -4.21 -3.69
H -0.04 1.96 -5.08
H 3.67 -0.25 5.71
H -1.87 -3.89 -4.49
H -4.05 0.70 6.01
H 1.98 1.74 -6.17
H -2.96 -3.43 6.24
H 3.06 2.26 3.01
H 0.77 -2.63 -5.70
H -4.19 -1.49 7.15
H 5.66 -1.95 1.80
H -3.98 -0.92 0.58
H -1.82 4.86 2.20
H -5.45 4.81 5.53
H -2.66 0.95 3.99
H 3.60 1.15 -5.83
H 2.44 3.52 -2.97
H 5.89 -3.47 0.95
H 1.59 -2.43 2.67
H -3.73 -0.35 2.21
H 4.64 -3.97 -1.19
H -1.61 -3.21 4.21
H 4.58 1.39 -3.65
H -0.43 6.09 -1.66
H 1.64 -4.92 -5.14
H 4.40 -3.19 1.86
H -5.26 1.28 1.34
H -3.23 1.90 -3.60
H 3.14 -3.81 -0.27
H 1.74 3.59 -4.60
H 3.49 3.49 -4.39
H -1.13 -5.47 -4.20
H 3.63 -0.06 -3.28
H 4.88 0.26 1.28
H 3.60 1.34 -2.19
H 3.56 -2.14 4.11
H -5.16 4.28 0.62
H 1.34 -5.64 -3.55
H -0.09 -5.59 1.41
H 2.69 3.18 1.55
H -0.57 6.45 0.78
H -2.89 2.61 -1.29
H -6.89 6.16 4.05
H -4.37 1.48 -0.18
H 6.36 -2.21 -1.18
H -3.82 3.22 4.56
H -0.36 -5.65 -2.00
H -1.81 -5.35 1.18
```

**HOMO level (spin up / spin down)**: -12.8 / -12.7 eV
**E_tot**: -5231.67429 Ha
**Spin multiplicity**: 2
**Total charge**: +2

A structure of composition C20H23BrN4O2PtS2, computed with the ωB97M-V functional and the def2-TZVPD basis.

```
53
C20H23BrN4O2PtS2, DFT the ωB97M-V functional and the def2-TZVPD basis
Pt 1.08 0.60 -0.27
Br -1.52 -5.62 5.31
S 1.37 -2.37 -3.40
S 2.80 -0.56 -1.24
O 0.80 -0.79 1.13
O -1.38 -0.50 0.76
N 0.37 -0.57 -1.87
N 2.37 1.60 0.96
N 1.30 2.19 -1.54
N -0.30 2.10 0.63
C -0.08 -3.43 4.26
C -2.08 -4.02 3.04
C 1.64 2.14 2.15
C -1.29 -2.77 -4.22
C -0.36 -2.11 -3.43
C -1.20 -4.23 4.09
C -0.09 2.68 -1.80
C -2.62 -2.42 -4.07
C 2.20 3.22 -0.92
C -2.08 -0.77 -2.38
C -0.49 -1.12 1.33
C 1.49 -1.16 -2.22
C -1.84 -3.00 2.14
C 0.38 2.86 1.71
C -0.71 -2.20 2.29
C 0.18 -2.42 3.35
C -3.01 -1.43 -3.16
C 3.12 2.57 0.10
C -0.85 2.92 -0.48
C -0.74 -1.12 -2.52
H -3.37 -2.93 -4.66
H 1.68 1.87 -2.43
H 0.59 -3.59 5.09
H 3.62 3.32 0.71
H 2.79 3.72 -1.69
H -4.06 -1.19 -3.07
H 2.30 2.80 2.72
H -0.28 2.96 2.57
H 0.59 3.87 1.36
H 1.06 -1.81 3.45
H -0.84 3.97 -0.19
H -0.07 3.58 -2.42
H -1.89 2.65 -0.65
H 1.56 3.97 -0.47
H 1.39 1.28 2.76
H -2.53 -2.82 1.33
H 3.89 1.99 -0.42
H -1.04 1.52 1.02
H -2.38 -0.02 -1.66
H -2.95 -4.66 2.93
H -0.59 1.89 -2.37
H 3.03 0.91 1.31
H -0.99 -3.53 -4.93
```

**HOMO level**: -13.3 eV
**E_tot**: -4634.64587 Ha
**Spin multiplicity**: 1
**Total charge**: +2

A structure of composition C17H29N3NbOSeTl at a distorted geometry, computed with the ωB97M-V functional and the def2-TZVPD basis.

```
53
C17H29N3NbOSeTl, DFT the ωB97M-V functional and the def2-TZVPD basis
Tl 1.43 -2.76 -0.06
Nb -0.28 0.15 0.64
Se -1.20 -1.09 2.55
O 2.85 2.33 2.79
N 0.55 -1.07 -0.95
N 1.38 0.94 1.37
N -1.04 1.94 0.25
C 1.48 -0.46 -2.00
C -0.11 -5.65 1.72
C 0.55 -4.94 2.72
C -0.81 3.38 0.39
C 0.17 -3.63 3.02
C 2.80 -0.12 -1.32
C 1.71 -1.52 -3.09
C -1.16 -5.06 1.01
C -2.46 1.49 0.29
C -1.88 4.18 -0.37
C -0.86 -3.03 2.28
C 2.15 1.70 2.08
C 0.55 3.74 -0.17
C -0.88 3.74 1.87
C -0.82 -1.34 -1.48
C 0.87 0.79 -2.63
C -1.55 -3.75 1.29
H -2.93 1.55 -0.71
H 0.78 -1.76 -3.61
H 1.36 -5.40 3.29
H 1.62 1.25 -3.29
H -1.69 -5.63 0.24
H -0.89 -1.04 -2.54
H -1.59 -0.76 -0.90
H -1.07 -2.41 -1.39
H 1.36 3.23 0.35
H -2.39 -3.28 0.78
H -0.01 0.54 -3.24
H -1.92 3.88 -1.42
H -2.87 4.06 0.09
H 0.66 -3.05 3.81
H -2.55 0.44 0.67
H -0.71 4.82 1.99
H 3.46 0.35 -2.07
H 3.32 -1.00 -0.94
H 0.69 4.83 -0.05
H 2.66 0.59 -0.49
H -0.10 3.20 2.43
H 2.42 -1.11 -3.82
H 0.57 1.53 -1.87
H 0.18 -6.68 1.50
H 0.60 3.51 -1.25
H -3.04 2.12 0.99
H -1.62 5.24 -0.32
H -1.86 3.47 2.28
H 2.15 -2.45 -2.69
```

**HOMO level**: -15.3 eV
**E_tot**: -3534.99620 Ha
**Spin multiplicity**: 1
**Total charge**: +2

A cluster of 5 separate species, C14H38N4O6Si2 in total, computed with the ωB97M-V functional and the def2-TZVPD basis.

```
64
C14H38N4O6Si2, DFT the ωB97M-V functional and the def2-TZVPD basis
Si -0.09 -2.20 1.81
Si 0.54 -2.28 4.50
O -3.13 -2.65 3.45
O -0.95 -1.64 4.76
O 4.33 -0.81 -3.39
O -3.32 1.46 1.53
O -0.32 2.37 -2.94
O 1.02 -1.85 3.00
N -5.04 -1.99 2.48
N 5.74 -1.82 -4.82
N 0.97 1.45 -4.54
N -2.71 3.42 2.42
C -2.79 3.19 -0.02
C -1.03 -0.66 1.41
C 6.29 -1.78 -2.43
C -2.27 4.80 2.41
C 2.12 0.73 -5.05
C 0.70 1.77 -3.25
C 5.37 -1.43 -3.57
C -2.97 2.62 1.36
C -6.13 -1.08 2.18
C 6.92 -2.55 -5.22
C -0.16 0.36 0.63
C -3.95 -0.49 4.08
C 1.72 1.36 -2.21
C -4.01 -1.80 3.33
H -1.69 -2.19 4.47
H 2.67 1.35 -5.76
H 2.79 0.47 -4.24
H 6.41 -2.86 -2.34
H -3.02 2.42 -0.75
H -1.75 3.51 -0.18
H -2.84 2.98 3.32
H -1.96 -0.86 0.87
H 6.65 -3.50 -5.69
H 7.53 -2.77 -4.35
H -7.09 -1.53 2.43
H -3.89 0.35 3.38
H -2.99 5.45 2.92
H -6.13 -0.81 1.12
H -3.44 4.05 -0.18
H 1.81 -0.19 -5.55
H -5.01 -2.88 2.00
H -1.31 4.91 2.90
H -1.30 -0.22 2.37
H 1.36 1.68 -1.24
H -4.83 -0.37 4.72
H 7.28 -1.34 -2.57
H -3.06 -0.50 4.70
H -6.02 -0.17 2.76
H 0.65 -2.67 0.62
H 1.47 -1.70 5.49
H 0.26 1.75 -5.19
H 5.08 -1.55 -5.53
H -2.17 5.15 1.39
H -0.96 -3.31 2.27
H 1.85 0.27 -2.20
H -0.60 0.63 -0.32
H 0.50 -3.75 4.63
H -0.01 1.26 1.23
H 0.84 -0.03 0.42
H 2.69 1.82 -2.41
H 5.86 -1.40 -1.51
H 7.52 -1.97 -5.92
```

**HOMO level**: -9.1 eV
**E_tot**: -1805.87247 Ha
**Spin multiplicity**: 1

A structure of composition C14H25BILuO3P2 at a distorted geometry, computed with the ωB97M-V functional and the def2-TZVPD basis.

```
47
C14H25BILuO3P2, DFT the ωB97M-V functional and the def2-TZVPD basis
Lu 1.55 -0.82 -0.02
I -1.31 -1.51 0.69
P 0.66 -0.22 -2.48
P 1.88 -0.92 2.48
O -2.04 0.19 -1.42
O -1.46 1.35 0.66
O 0.60 2.66 0.66
C -0.44 -1.56 -2.85
C 0.71 1.55 0.36
C -2.71 1.38 0.36
C 1.37 0.43 3.45
C 3.59 -1.25 2.60
C -3.01 0.68 -0.84
C -4.31 0.37 -1.09
C -5.28 0.77 -0.20
C 2.09 -0.36 -3.49
C 3.39 0.39 -0.39
C -0.13 1.38 -2.78
C -3.65 1.75 1.27
C -4.95 1.45 0.98
C 0.97 -2.37 2.90
B -0.65 0.55 -0.55
H 1.67 -0.47 -4.50
H -4.55 -0.22 -1.99
H -0.43 1.31 -3.81
H 0.29 0.62 3.35
H -5.73 1.73 1.69
H -1.43 -1.33 -2.53
H 2.68 -1.25 -3.23
H 1.91 1.35 3.19
H 4.19 -0.34 2.44
H -6.32 0.52 -0.39
H 0.98 -3.15 2.12
H 3.33 1.00 -1.26
H -0.42 -1.62 -3.93
H 3.69 0.90 0.50
H 2.72 0.53 -3.42
H -3.34 2.23 2.21
H 1.62 0.12 4.47
H 3.92 -2.02 1.89
H 1.49 -2.73 3.79
H 3.70 -1.60 3.63
H 3.94 -0.56 -0.55
H 0.52 2.21 -2.53
H -0.08 -2.11 3.12
H -0.14 -2.50 -2.38
H -1.05 1.49 -2.18
```

**HOMO level (spin up / spin down)**: -13.1 / -13.1 eV
**E_tot**: -3014.21522 Ha
**Spin multiplicity**: 1
**Total charge**: +2

A structure of composition C39H33AuN6PS, computed with the ωB97M-V functional and the def2-TZVPD basis.

```
81
C39H33AuN6PS, DFT the ωB97M-V functional and the def2-TZVPD basis
Au 0.21 0.17 0.09
S -0.47 1.59 -6.63
P 2.39 -0.58 0.41
N -1.67 1.36 0.06
N 0.20 0.42 -2.31
N -1.96 -1.30 0.15
N 0.55 -1.96 -9.14
N -3.01 -0.65 0.01
N 0.23 -0.24 2.39
C -0.98 -3.44 0.50
C -1.03 0.22 -4.34
C -0.81 -0.08 -3.01
C 2.51 -2.35 0.15
C 5.82 0.18 -1.63
C -4.05 1.48 0.14
C -1.62 2.69 0.13
C 2.18 -2.87 -1.10
C -3.99 2.86 0.23
C 2.96 0.62 4.78
C 5.85 1.56 -1.65
C 4.75 -0.50 -1.07
C -2.24 -5.47 0.28
C 2.75 -5.07 -0.33
C 0.92 1.64 -4.24
C -2.87 0.77 0.07
C -2.75 3.48 0.22
C 2.30 -4.23 -1.34
C 3.70 0.23 -0.51
C -0.68 -1.45 -9.17
C -2.11 -2.71 0.14
C 4.08 0.41 3.99
C -3.36 -4.73 -0.10
C 1.06 1.25 -2.91
C 4.79 2.29 -1.10
C 2.95 -3.20 1.16
C 1.46 -1.43 -8.34
C 1.54 -0.01 2.96
C 2.66 -0.20 2.14
C 1.20 -0.37 -7.49
C 3.93 0.00 2.67
C 1.69 0.41 4.27
C 3.72 1.63 -0.53
C -1.05 -4.82 0.58
C -0.10 0.17 -7.54
C -0.15 1.10 -4.95
C -1.07 -0.36 -8.40
C -3.31 -3.35 -0.17
C 3.06 -4.56 0.92
H 1.88 1.63 -2.31
H -0.18 -5.39 0.87
H 2.45 -1.88 -8.36
H -4.99 0.94 0.13
H 4.74 -1.58 -1.05
H 2.85 -6.13 -0.52
H -4.18 -2.78 -0.45
H -2.30 -6.54 0.34
H 5.07 0.57 4.39
H 2.91 2.19 -0.07
H 6.65 -0.38 -2.05
H 3.08 0.96 5.80
H 1.61 2.33 -4.68
H 1.83 -2.21 -1.89
H -2.65 4.55 0.29
H -1.38 -1.92 -9.85
H -4.90 3.45 0.30
H -0.05 -2.93 0.72
H -1.88 -0.21 -4.86
H 6.69 2.08 -2.07
H 4.80 -0.14 2.04
H -2.07 0.04 -8.48
H 3.21 -2.80 2.14
H 0.82 0.57 4.89
H 4.82 3.37 -1.10
H -4.29 -5.24 -0.33
H -0.49 0.27 2.90
H 2.06 -4.63 -2.32
H 3.41 -5.22 1.70
H 1.97 0.03 -6.85
H -1.48 -0.76 -2.48
H -0.02 -1.23 2.41
H -0.63 3.14 0.11
```

**HOMO level (spin up / spin down)**: -15.5 / -15.9 eV
**E_tot**: -2708.76005 Ha
**Spin multiplicity**: 3
**Total charge**: +3

A structure of composition C2H2LiMgO2 at a distorted geometry, computed with the ωB97M-V functional and the def2-TZVPD basis.

```
8
C2H2LiMgO2, DFT the ωB97M-V functional and the def2-TZVPD basis
Mg 0.37 4.27 3.07
O 0.48 1.21 1.52
O -0.73 0.57 -0.89
C -0.35 -0.41 0.04
C 0.28 -0.02 1.22
Li -1.19 1.78 2.19
H -0.40 -1.52 -0.03
H 0.54 -0.81 1.94
```

**HOMO level**: -11.2 eV
**E_tot**: -435.16081 Ha
**Spin multiplicity**: 1
**Total charge**: +1